Model P:
Density functional theory data (ωB97M-V with the def2-TZVPD basis set) for a 2-piece molecular cluster, C7H10O overall.

Values from the calculation:
Charge: 0
Multiplicity: 1
HOMO (eV): -8.23
Gap between HOMO and LUMO (eV): 9.05

Structure (XYZ):
```
18
Properties=species:S:1:pos:R:3:nbo_charge:R:1
C -0.8849 -1.9431 -0.9153 -0.29
C -1.4283 -0.8473 -0.8389 0.03
C -2.2190 0.3245 -0.4589 -0.09
C -1.2692 1.4568 -0.8161 -0.64
C -3.4446 0.3868 -0.1473 -0.36
C 3.3911 -0.5697 0.2588 -0.76
C 1.8512 -0.4363 0.3590 0.26
O 1.4784 -1.5492 0.9256 -0.68
H -1.1350 1.2148 -1.8796 0.22
H -0.2409 1.4997 -0.3313 0.26
H -1.7060 2.5545 -0.6451 0.21
H -4.1177 -0.4920 -0.1148 0.22
H -3.8527 1.4138 -0.1801 0.21
H -0.3992 -2.7955 -1.1621 0.23
H 3.9009 0.1451 -0.3084 0.21
H 3.8564 -0.4499 1.1770 0.23
H 3.5129 -1.5326 -0.2591 0.22
H 0.4774 -1.7033 0.8022 0.52
```

---

Model Q:
Density functional theory data (ωB97M-V with the def2-TZVPD basis set) for a 2-piece molecular cluster, C7H10O overall.

Values from the calculation:
Structure (SMILES): C#CCC(C)=O.C=C
Charge: 0
Multiplicity: 1
HOMO (eV): -9.53
Gap between HOMO and LUMO (eV): 10.30

Structure (XYZ):
```
18
Properties=species:S:1:pos:R:3:nbo_charge:R:1
C -0.5343 -0.4717 -1.8965 -0.21
C 0.5649 -0.7379 -1.5932 0.00
C 1.9372 -0.8538 -1.1937 -0.59
C 2.2411 -0.3294 0.2160 0.61
C 3.1880 0.8762 0.1699 -0.72
O 1.6954 -0.8040 1.2150 -0.52
H -1.4612 -0.3353 -2.3500 0.23
H 2.6038 -0.2843 -1.9328 0.23
H 2.3388 -1.8386 -1.1991 0.26
H 3.8107 0.8189 -0.7847 0.21
H 3.9616 0.9015 0.9396 0.24
H 2.5400 1.7075 0.1016 0.25
C -1.1317 0.1414 1.3026 -0.39
C -1.5435 -1.1148 1.1905 -0.38
H -1.4611 0.6326 2.2108 0.19
H -0.2560 0.5812 0.7396 0.20
H -1.1826 -1.8741 0.5121 0.20
H -2.3226 -1.4555 1.8501 0.18
```

---

Model R:
Density functional theory data (ωB97M-V with the def2-TZVPD basis set) for one molecule with the formula C7H10O.

Values from the calculation:
Structure (SMILES): C=C1CO[C@@H]2C[C@@]12C
Charge: 0
Multiplicity: 1
HOMO (eV): -8.22
Gap between HOMO and LUMO (eV): 9.16

Structure (XYZ):
```
18
Properties=species:S:1:pos:R:3:nbo_charge:R:1
C -1.2325 0.3562 2.0389 -0.42
C -0.4788 0.2042 1.0184 -0.01
C 0.4870 -1.1097 0.9655 -0.10
O 0.4789 -1.6248 -0.5696 -0.55
C -0.4512 -0.5913 -1.2712 0.03
C -0.4660 0.9625 -1.7483 -0.38
C -0.1969 0.7063 -0.3767 -0.10
C 1.4873 1.1283 -0.2141 -0.61
H -1.2257 -0.0948 3.0427 0.21
H -2.1126 1.0196 2.1393 0.20
H -0.0317 -2.0402 1.7302 0.22
H 1.5534 -0.6274 1.3978 0.19
H -1.3766 -1.0392 -1.4630 0.18
H 0.4906 1.2952 -2.1264 0.26
H -1.5083 1.0870 -2.0007 0.24
H 1.4975 2.2544 -0.2651 0.22
H 1.9328 0.5568 0.6599 0.21
H 2.0566 0.6478 -1.0334 0.21
```

---

Model S:
Density functional theory data (ωB97M-V with the def2-TZVPD basis set) for C7H10O as an isolated structure.

Values from the calculation:
Charge: 0
Multiplicity: 1
HOMO (eV): -8.14
Gap between HOMO and LUMO (eV): 8.71

Structure (XYZ):
```
18
Properties=species:S:1:pos:R:3:nbo_charge:R:1
C -0.2122 -0.2714 -0.3599 -0.29
C -1.8952 1.7464 -0.2814 -0.71
C -0.3543 -1.6833 0.1919 -0.61
C -1.1529 0.6751 0.4868 0.60
C 0.9246 0.9119 -0.1158 -0.33
C 2.8120 -0.8045 0.3341 -0.58
C 1.7579 -0.1101 -0.0012 0.22
O -1.4174 0.4117 1.6358 -0.59
H -0.5058 -0.2321 -1.4112 0.22
H 0.9841 1.6059 -0.9491 0.24
H -2.7884 1.2956 -0.7154 0.24
H -2.1952 2.5422 0.3971 0.24
H -1.3117 2.1734 -1.0946 0.21
H -0.0743 -1.6972 1.2416 0.24
H -1.3873 -2.0171 0.1023 0.23
H 0.2543 -2.3726 -0.3903 0.21
H 3.0872 -1.7084 -0.1880 0.23
H 3.4744 -0.4655 1.1173 0.25
```

---

Stability summary - winner: model Q; margin: 17.0 kcal/mol.

---

Model P:
Density functional theory data (ωB97M-V with the def2-TZVPD basis set) for one molecule with the formula C7H10O.

Values from the calculation:
Structure (SMILES): C=C1C[C@]2(C)C[C@H]2O1
Charge: 0
Multiplicity: 1
HOMO (eV): -8.93
Gap between HOMO and LUMO (eV): 9.74

Structure (XYZ):
```
18
Properties=species:S:1:pos:R:3:nbo_charge:R:1
C 2.9234 -0.0863 -0.0588 -0.51
C 1.5749 -0.1020 -0.0263 0.33
C 0.4873 0.4349 0.9934 -0.46
C -0.8309 0.1206 0.3404 -0.10
C -1.2742 1.2261 -0.8201 -0.58
C -1.9602 -0.9751 0.2869 -0.35
C -0.5200 -1.1654 -0.1680 0.05
O 0.7657 -1.1132 -0.9316 -0.54
H 3.3947 0.7669 0.4486 0.22
H 3.4962 -0.6305 -0.9217 0.24
H 0.4504 1.5650 0.9108 0.23
H 0.6585 -0.0104 1.8647 0.23
H -1.9960 1.8557 -0.6337 0.19
H -1.6556 0.3412 -1.4955 0.21
H -0.2696 1.7618 -1.1909 0.21
H -2.8249 -0.5270 -0.1984 0.22
H -2.2706 -1.5298 1.1446 0.22
H -0.1489 -1.9324 0.4556 0.18
```

---

Model Q:
Density functional theory data (ωB97M-V with the def2-TZVPD basis set) for C7H10O as an isolated structure.

Values from the calculation:
Charge: 0
Multiplicity: 1
HOMO (eV): -9.06
Gap between HOMO and LUMO (eV): 10.13

Structure (XYZ):
```
18
Properties=species:S:1:pos:R:3:nbo_charge:R:1
C -2.5352 -0.4135 -0.4884 -0.37
C -1.8546 0.5161 0.4298 -0.25
C -0.3047 0.1569 0.2451 0.22
C 0.6961 1.3091 -0.0840 -0.41
C 1.9427 0.3496 -0.4505 -0.41
C 1.2695 -1.0150 -0.1626 0.08
C 0.4537 -0.8211 1.0789 -0.41
H -2.1578 -1.0601 -1.2154 0.21
H -3.7585 -0.3386 -0.8204 0.18
H -2.4127 1.5935 0.8873 0.26
H 0.4179 1.8305 -0.9795 0.22
H 0.8769 2.0042 0.8193 0.19
H 2.8138 0.3555 0.1220 0.20
H 2.0735 0.3059 -1.5482 0.22
H 1.6338 -1.9979 -0.3513 0.21
H -0.1232 -1.7490 1.4988 0.22
H 0.9378 -0.4666 1.8482 0.18
O 0.0310 -0.5597 -0.8292 -0.55
```

---

Stability summary - winner: model Q; margin: 35.8 kcal/mol.

---

Model P:
Density functional theory data (ωB97M-V with the def2-TZVPD basis set) for one molecule with the formula C7H10O.

Values from the calculation:
Structure (SMILES): C1C[C@@H]2O[C@H]2[C@@H]2C[C@@H]12
Charge: 0
Multiplicity: 1
HOMO (eV): -8.55
Gap between HOMO and LUMO (eV): 9.62

Structure (XYZ):
```
18
Properties=species:S:1:pos:R:3:nbo_charge:R:1
C -0.4611 1.6683 0.2294 -0.38
C 1.0600 1.3948 -0.2417 -0.42
C 1.2864 0.0156 0.3198 0.04
O 1.9136 -1.2361 0.0324 -0.46
C 0.5539 -1.0162 -0.3688 0.06
C -0.8046 -0.9307 0.3089 -0.26
C -2.2707 -0.6848 -0.0202 -0.37
C -1.2067 0.4080 -0.2741 -0.23
H -0.5154 1.7242 1.3496 0.21
H -0.8648 2.5670 -0.2164 0.22
H 1.1317 1.5671 -1.3071 0.21
H 1.7252 2.1500 0.2375 0.21
H 1.1345 0.0063 1.4288 0.17
H 0.4753 -0.9406 -1.4508 0.18
H -0.7359 -0.9561 1.3825 0.21
H -2.8822 -0.7091 0.9061 0.22
H -2.6750 -1.0400 -0.9363 0.22
H -1.0455 0.3903 -1.3727 0.19
```

---

Model Q:
Density functional theory data (ωB97M-V with the def2-TZVPD basis set) for a 2-piece molecular cluster, C7H10O overall.

Values from the calculation:
Structure (SMILES): Cc1ccccc1.O
Charge: 0
Multiplicity: 1
HOMO (eV): -8.92
Gap between HOMO and LUMO (eV): 9.63

Structure (XYZ):
```
18
Properties=species:S:1:pos:R:3:nbo_charge:R:1
C -2.2605 0.6950 0.5153 -0.63
C -0.7310 0.7572 0.4145 -0.03
C -0.0739 0.0794 1.5044 -0.21
C 1.2905 -0.2249 1.4264 -0.20
C 2.0591 0.0930 0.3433 -0.25
C 1.5790 0.8368 -0.6867 -0.20
C 0.0863 1.1370 -0.6654 -0.23
H -2.7271 1.0432 -0.3765 0.21
H -2.7643 -0.2724 0.6861 0.23
H -2.3340 1.5148 1.4673 0.22
H -0.7021 -0.3763 2.3021 0.22
H 1.8147 -0.5901 2.4026 0.22
H 3.1028 -0.2409 0.3092 0.22
H 2.2067 1.4412 -1.4551 0.23
H -0.3337 1.4831 -1.7520 0.21
O -1.0034 -2.5296 -1.9879 -0.93
H -0.2294 -2.2072 -2.5407 0.47
H -1.7034 -1.7995 -2.2504 0.46
```

---

Stability summary - winner: model Q; margin: 74.0 kcal/mol.

---

Model P:
Density functional theory data (ωB97M-V with the def2-TZVPD basis set) for C2H3N3O as an isolated structure.

Values from the calculation:
Charge: 0
Multiplicity: 1
HOMO (eV): -8.36
Gap between HOMO and LUMO (eV): 7.39

Structure (XYZ):
```
9
Properties=species:S:1:pos:R:3:nbo_charge:R:1
O -0.9678 0.4078 1.2985 -0.53
C 0.3174 -0.8070 1.0666 0.12
N 1.3885 -0.1031 0.4980 -0.35
N 0.9664 0.3058 -0.6750 -0.21
C -0.2824 -0.0066 -0.9877 0.04
N -0.7979 -0.7032 0.0675 -0.23
H -1.4705 -0.1357 1.9278 0.50
H 1.6197 0.7940 -1.2816 0.42
H -0.7734 0.2480 -1.9141 0.22
```

---

Model Q:
Density functional theory data (ωB97M-V with the def2-TZVPD basis set) for C2H3N3O as an isolated structure.

Values from the calculation:
Charge: 0
Multiplicity: 1
HOMO (eV): -9.35
Gap between HOMO and LUMO (eV): 10.24

Structure (XYZ):
```
9
Properties=species:S:1:pos:R:3:nbo_charge:R:1
C -0.8484 -0.1685 -0.1675 0.55
C 0.9477 0.6755 -0.0197 0.21
H -2.4828 0.5928 0.3612 0.49
H 1.7347 1.3958 0.0248 0.20
H 2.0361 -1.2653 0.0391 0.43
N -0.2924 0.9998 -0.1028 -0.52
N 1.1853 -0.6912 -0.0493 -0.39
N -0.0998 -1.2523 -0.0427 -0.32
O -2.1805 -0.2868 -0.0430 -0.66
```

---

Stability summary - winner: model Q; margin: 143.8 kcal/mol.

---

Model P:
Density functional theory data (ωB97M-V with the def2-TZVPD basis set) for one molecule with the formula C2H3N3O.

Values from the calculation:
Structure (SMILES): Oc1nc[nH]n1
Charge: 0
Multiplicity: 1
HOMO (eV): -9.94
Gap between HOMO and LUMO (eV): 10.80

Structure (XYZ):
```
9
Properties=species:S:1:pos:R:3:nbo_charge:R:1
O 2.1404 -0.4167 -0.1719 -0.64
C 0.8402 -0.1466 -0.1045 0.59
N -0.0693 -1.1648 -0.3106 -0.48
C -1.1816 -0.5143 -0.2260 0.23
N -1.0262 0.8200 0.0706 -0.42
N 0.3550 1.0361 0.1468 -0.38
H 2.6000 0.4305 -0.0794 0.50
H -2.1937 -0.8854 -0.3176 0.20
H -1.4647 0.8412 0.9927 0.39
```

---

Model Q:
Density functional theory data (ωB97M-V with the def2-TZVPD basis set) for one molecule with the formula C2H3N3O.

Values from the calculation:
Charge: 0
Multiplicity: 1
HOMO (eV): -8.40
Gap between HOMO and LUMO (eV): 9.05

Structure (XYZ):
```
9
Properties=species:S:1:pos:R:3:nbo_charge:R:1
N -1.3516 0.0816 0.1907 -0.79
C -0.1771 -0.4108 -0.2557 0.54
C 1.1191 0.0130 -0.1371 -0.45
N 1.5161 1.0356 0.5305 0.08
N 2.0448 1.8827 1.0684 -0.05
O -0.2598 -1.5443 -0.9621 -0.65
H -2.2238 -0.3819 -0.0159 0.41
H -1.3811 0.9514 0.6956 0.41
H 0.7134 -1.6273 -1.1143 0.51
```

---

Model R:
Density functional theory data (ωB97M-V with the def2-TZVPD basis set) for one molecule with the formula C2H3N3O.

Values from the calculation:
Charge: 0
Multiplicity: 1
HOMO (alpha / beta) (eV): -7.83 / -7.83
Gap between HOMO and LUMO (alpha / beta) (eV): 7.86 / 7.86

Structure (XYZ):
```
9
Properties=species:S:1:pos:R:3:nbo_charge:R:1
N 1.7238 -0.0339 0.3666 -0.87
C 0.4439 0.1296 0.2712 0.29
C -0.7074 0.9532 0.2803 -0.07
O -1.7904 0.1741 0.0156 -0.19
N -1.4658 -1.0871 -0.1581 0.13
N -0.1787 -1.0834 0.0105 -0.33
H 0.5416 -1.8050 -0.0242 0.45
H 2.2775 0.7423 0.6713 0.35
H -0.9146 1.9998 0.4295 0.22
```

---

Model S:
Density functional theory data (ωB97M-V with the def2-TZVPD basis set) for one molecule with the formula C2H3N3O.

Values from the calculation:
Structure (SMILES): Nc1conn1
Charge: 0
Multiplicity: 1
HOMO (eV): -8.87
Gap between HOMO and LUMO (eV): 9.78

Structure (XYZ):
```
9
Properties=species:S:1:pos:R:3:nbo_charge:R:1
N -0.5270 1.4665 0.3694 -0.83
C -0.0964 0.1882 0.1444 0.20
C 0.0256 -1.0959 0.5618 -0.02
O 0.7644 -1.7435 -0.3903 -0.27
N 1.0866 -0.8623 -1.3625 0.13
N 0.5891 0.2405 -1.0619 -0.27
H -0.2347 1.8118 -0.5729 0.42
H -1.3391 1.7223 0.9304 0.41
H -0.2685 -1.7276 1.3817 0.23
```

---

Stability summary - winner: model P; margin: 37.5 kcal/mol.

---

Model P:
Density functional theory data (ωB97M-V with the def2-TZVPD basis set) for C2H3N3O as an isolated structure.

Values from the calculation:
Charge: 0
Multiplicity: 1
HOMO (eV): -9.60
Gap between HOMO and LUMO (eV): 9.73

Structure (XYZ):
```
9
Properties=species:S:1:pos:R:3:nbo_charge:R:1
O -1.9221 -0.3861 0.1389 -0.66
C -0.6383 -0.0185 0.0400 0.68
N 0.2647 -0.8708 -0.4175 -0.63
C 1.4855 -0.3636 -0.2799 0.16
N 1.5253 0.8997 -0.0308 -0.19
N -0.2262 1.1695 0.3647 -0.53
H -1.9787 -1.3042 -0.1672 0.51
H 2.3682 -0.9676 -0.4214 0.23
H -0.8783 1.8417 0.7729 0.42
```

---

Model Q:
Density functional theory data (ωB97M-V with the def2-TZVPD basis set) for one molecule with the formula C2H3N3O.

Values from the calculation:
Structure (SMILES): On1ccnn1
Charge: 0
Multiplicity: 1
HOMO (eV): -9.88
Gap between HOMO and LUMO (eV): 10.23

Structure (XYZ):
```
9
Properties=species:S:1:pos:R:3:nbo_charge:R:1
O -1.9710 -0.4986 0.0000 -0.47
N -0.6644 -0.3643 -0.0099 0.13
C 0.1708 0.6863 0.0211 -0.15
C 1.3968 0.1508 -0.0302 -0.11
N 1.2867 -1.2122 -0.0288 -0.24
N -0.0072 -1.5125 0.0328 -0.07
H -2.3544 0.4202 -0.0992 0.48
H -0.1474 1.6862 0.0181 0.22
H 2.2899 0.6442 0.0960 0.21
```

---

Stability summary - winner: model P; margin: 25.0 kcal/mol.